Record 1
Formula: AlHO
Source: the OMol25 dataset
Level of theory: ωB97M-V/def2-TZVPD

Geometry as XYZ:
```
3
Properties=species:S:1:pos:R:3
Al 2.11183 -0.58288 -0.32061
O -0.59687 0.13790 0.22611
H -1.51497 0.44499 0.09451
```

Values from the calculation:
Energy relative to the best compared isomer or geometry (same formula, charge and spin) (kcal per mole): 34.3
Total charge: +2
HOMO-LUMO gap (eV): 5.28
HOMO energy (Ha): -0.8732
LUMO level (eV): -18.48



Record 2
Formula: ArH16KrO8
Source: the OMol25 dataset
Level of theory: ωB97M-V/def2-TZVPD

Geometry as XYZ:
```
26
Properties=species:S:1:pos:R:3
Ar -4.77615 14.59503 14.37079
Kr -2.10617 16.56949 15.32364
O 0.03335 16.89312 12.44781
H -0.61943 17.16638 11.80327
H 0.37196 17.71248 12.80865
O -3.96662 20.51186 15.50185
H -4.03214 19.91770 14.75424
H -4.34678 20.02246 16.23137
O -2.30884 13.81156 17.21806
H -2.79315 14.63125 17.31699
H -1.55534 13.90617 17.80075
O -3.75804 16.27189 18.25460
H -2.93172 16.68017 18.51293
H -4.08007 15.85525 19.05393
O 1.20618 16.66254 16.77044
H 0.82594 16.17294 16.04111
H 0.52313 16.66326 17.44102
O 0.88507 15.30136 14.57439
H 0.50108 15.88850 13.92319
H 0.52987 14.43898 14.35904
O -1.02606 12.71896 15.05183
H -0.27729 12.37744 15.54064
H -1.59470 13.10139 15.72012
O -3.91761 19.20648 12.95446
H -4.28278 18.32483 13.02904
H -3.11394 19.09127 12.44744
```

Values from the calculation:
Energy relative to the best compared isomer or geometry (same formula, charge and spin) (kcal per mole): 0.0
HOMO-LUMO gap (eV): 10.57
HOMO energy (Ha): -0.3941
LUMO level (eV): -0.15



Record 3
Formula: ArH20O10
Source: the OMol25 dataset
Level of theory: ωB97M-V/def2-TZVPD

Geometry as XYZ:
```
31
Properties=species:S:1:pos:R:3
Ar 0.65876 0.31184 -0.37522
O 2.56868 1.31604 2.21761
H 3.16031 0.57805 2.07069
H 3.00547 2.06002 1.80294
O -0.98636 -1.66234 -2.44247
H -1.17119 -2.47293 -2.91683
H -1.36227 -1.80188 -1.57329
O -2.06074 3.12018 1.10388
H -2.48664 2.34081 0.74694
H -1.27014 2.78812 1.52921
O -2.00015 -1.54209 0.25771
H -1.36171 -1.78095 0.92970
H -2.78644 -2.03757 0.48677
O 1.44820 0.10622 -3.49932
H 0.80918 -0.58904 -3.34283
H 0.96556 0.76906 -3.99322
O -1.91311 1.05158 -2.88002
H -1.82498 0.09985 -2.82817
H -2.31206 1.30140 -2.04656
O -3.21372 0.93676 -0.18133
H -3.98178 0.88440 0.38750
H -2.72655 0.13269 -0.00139
O 2.74517 -2.40277 -0.13349
H 2.17386 -1.93079 -0.73935
H 3.51892 -2.62022 -0.65336
O -0.02063 2.13586 2.81946
H 0.85385 1.80749 2.61042
H -0.25147 1.69886 3.63920
O 3.60901 -1.35701 2.43188
H 2.88727 -1.60245 3.01075
H 3.32571 -1.63917 1.56219
```

Values from the calculation:
Energy relative to the best compared isomer or geometry (same formula, charge and spin) (kcal per mole): 1.4
HOMO-LUMO gap (eV): 9.36
HOMO energy (Ha): -0.3626
LUMO level (eV): -0.50



Record 4
Formula: ArH26O13
Source: the OMol25 dataset
Level of theory: ωB97M-V/def2-TZVPD

Geometry as XYZ:
```
40
Properties=species:S:1:pos:R:3
Ar 25.43160 -1.42798 -6.00094
O 28.35932 -2.93840 -4.59639
H 29.02267 -3.16877 -5.24687
H 28.61226 -2.06608 -4.29424
O 27.48700 -3.33586 -8.62644
H 27.14892 -3.70968 -7.81269
H 27.96086 -4.05590 -9.04264
O 25.14090 2.20100 -5.48208
H 25.78506 2.38427 -6.16597
H 24.97679 1.26062 -5.55277
O 23.14060 -3.23982 -7.47811
H 23.28057 -2.77172 -8.30122
H 22.29824 -3.67980 -7.59249
O 26.39356 -4.71358 -6.14950
H 26.63988 -4.05870 -5.49629
H 26.05130 -5.44634 -5.63749
O 25.57601 0.30896 -2.66239
H 25.32266 -0.42085 -2.09721
H 25.43747 1.08845 -2.12440
O 26.52940 0.53771 -9.88226
H 25.77973 0.24291 -9.36522
H 26.41049 1.48437 -9.95918
O 24.81487 -2.65117 -9.71237
H 25.65257 -2.67419 -9.24981
H 25.04365 -2.79568 -10.63052
O 23.67984 -0.09663 -9.61660
H 24.19795 -0.89316 -9.50115
H 23.62064 0.01574 -10.56533
O 27.70203 0.72956 -6.79690
H 28.00349 0.33994 -5.97620
H 28.20753 0.28159 -7.47515
O 22.07897 -2.17586 -5.25929
H 22.43377 -2.51269 -6.08202
H 22.54652 -2.66140 -4.57966
O 28.13004 -0.20152 -3.75526
H 27.24540 -0.01376 -3.44155
H 28.64876 0.55306 -3.47639
O 23.09233 0.56746 -3.86310
H 23.92839 0.30160 -3.48029
H 22.68510 -0.25229 -4.14310
```

Values from the calculation:
Energy relative to the best compared isomer or geometry (same formula, charge and spin) (kcal per mole): 13.5
HOMO-LUMO gap (eV): 10.55
HOMO energy (Ha): -0.3836
LUMO level (eV): 0.11



Record 5
Formula: As6F36Hg
Source: the OMol25 dataset
Level of theory: ωB97M-V/def2-TZVPD

Geometry as XYZ:
```
43
Properties=species:S:1:pos:R:3
Hg 25.53258 -0.59703 28.44187
As 22.31542 -0.70236 26.51481
F 21.48973 -2.22860 26.87099
F 21.10243 -0.23269 25.24667
F 23.21703 0.74356 26.06067
F 23.48719 -1.11484 27.79220
F 23.26253 -1.65224 25.27302
F 21.32135 0.20926 27.78794
As 24.13979 2.18796 30.06835
F 25.51646 3.30947 30.08834
F 25.34093 0.93483 30.65561
F 22.85604 1.00940 30.28723
F 23.03023 3.30035 29.40609
F 24.46223 1.51768 28.40321
F 23.84207 2.71424 31.72437
As 23.96614 -3.49883 30.34901
F 22.88332 -4.92609 30.71030
F 22.52872 -2.42200 29.94741
F 25.00539 -2.09880 29.82983
F 25.35736 -4.34101 30.91543
F 24.17005 -4.08439 28.70454
F 23.73265 -2.78441 32.00453
As 27.07484 2.23158 26.08192
F 25.50550 2.04970 25.17503
F 26.54038 0.69955 26.96157
F 28.71906 2.09848 26.85889
F 27.63496 3.70374 25.28040
F 26.42063 3.22085 27.34641
F 27.82609 1.24436 24.74461
As 27.03518 -2.82565 25.29905
F 26.54567 -1.45941 24.23129
F 27.64792 -3.61245 23.79231
F 27.70292 -4.13578 26.28439
F 26.51419 -1.88442 26.74968
F 25.45615 -3.62563 25.08657
F 28.58883 -1.95884 25.40842
As 28.85154 -1.01994 30.17451
F 30.23813 -0.44079 29.14694
F 27.67395 -0.68958 28.88591
F 27.41099 -1.46823 31.18405
F 29.88202 -1.39325 31.59420
F 28.61629 0.71264 30.77107
F 28.96468 -2.66166 29.55308
```

Values from the calculation:
<S²>: 0.756
Total charge: -3
2S+1: 2
HOMO-LUMO gap (alpha / beta) (eV): 9.80 / 3.44
HOMO energy (alpha / beta) (Ha): -0.2021 / -0.2020
LUMO level (alpha / beta) (eV): 4.30 / -2.06



Record 6
Formula: AsF6H16O8
Source: the OMol25 dataset
Level of theory: ωB97M-V/def2-TZVPD

Geometry as XYZ:
```
31
Properties=species:S:1:pos:R:3
As 4.67651 -26.29105 -11.87109
F 3.48409 -27.55579 -12.46847
F 3.76175 -25.07595 -12.79914
F 5.90977 -25.11966 -11.34771
F 5.50015 -27.51642 -10.87429
F 5.62306 -26.64942 -13.34248
F 3.50228 -25.91931 -10.53905
O 3.90160 -24.86986 -4.47728
H 4.77481 -25.15688 -4.21015
H 3.94556 -24.82469 -5.43240
O 2.09994 -29.75987 -7.26311
H 1.74325 -29.10896 -7.86753
H 3.03856 -29.77233 -7.45039
O 6.48799 -20.21526 -12.66091
H 5.88894 -20.33419 -13.39794
H 6.96878 -21.04119 -12.60675
O 5.33712 -20.68282 -7.64561
H 5.86314 -21.16799 -8.28132
H 5.96683 -20.38941 -6.98712
O -0.55571 -24.70563 -13.67083
H 0.17675 -24.24770 -13.25846
H -0.34166 -25.63388 -13.57727
O 10.56682 -28.34624 -9.53840
H 10.87214 -28.28704 -8.63313
H 9.63698 -28.12355 -9.49311
O 1.14264 -28.36079 -16.56589
H 1.42422 -28.55785 -15.67252
H 1.64582 -28.96262 -17.11437
O 9.39603 -28.97674 -14.02021
H 9.77432 -28.89587 -13.14466
H 8.76359 -28.26036 -14.07549
```

Values from the calculation:
Energy relative to the best compared isomer or geometry (same formula, charge and spin) (kcal per mole): 38.3
Total charge: -1
HOMO-LUMO gap (eV): 11.48
HOMO energy (Ha): -0.3341
LUMO level (eV): 2.38



Record 7
Formula: AsF6H22O11
Source: the OMol25 dataset
Level of theory: ωB97M-V/def2-TZVPD

Geometry as XYZ:
```
40
Properties=species:S:1:pos:R:3
As -0.11550 0.12984 0.34760
F -0.83292 -1.29970 1.26144
F -1.72978 0.65141 -0.10941
F 0.52022 1.64485 -0.45478
F 1.56383 -0.48061 0.58277
F -0.11502 -0.79098 -1.16816
F -0.10826 1.00423 1.86179
O -0.37772 -0.56109 -5.65907
H -0.18942 -0.44326 -4.72800
H 0.25853 -0.00217 -6.10520
O 1.15218 -4.70388 -1.71134
H 1.97175 -4.45369 -2.13787
H 0.74415 -3.87256 -1.46916
O 5.29555 2.97556 1.31571
H 6.19500 2.86807 1.62502
H 4.90405 2.10716 1.40971
O -0.43370 -3.98482 5.29200
H -0.24337 -4.83254 4.89028
H -0.48642 -3.37639 4.55493
O 4.73752 -1.48503 3.83618
H 5.45651 -2.10378 3.70796
H 4.41250 -1.30850 2.95332
O 0.34300 6.72994 1.18447
H 0.22729 5.90849 0.70691
H -0.35299 7.29884 0.85556
O -6.74272 2.39379 -0.46097
H -6.71112 3.34998 -0.43029
H -6.47026 2.11647 0.41372
O 3.16487 3.80396 -3.36784
H 2.61422 3.52291 -2.63707
H 3.82153 4.37422 -2.96806
O -0.68798 -4.85675 -5.63390
H -0.05770 -5.39460 -5.15462
H -0.50680 -3.96170 -5.34703
O -4.84139 -1.78566 -1.05745
H -4.98047 -1.58192 -1.98232
H -4.52366 -0.96702 -0.67652
O -2.67704 0.42139 5.43201
H -2.14469 0.02103 6.11942
H -2.05367 0.92460 4.90816
```

Values from the calculation:
Energy relative to the best compared isomer or geometry (same formula, charge and spin) (kcal per mole): 57.9
Total charge: -1
HOMO-LUMO gap (eV): 11.25
HOMO energy (Ha): -0.3281
LUMO level (eV): 2.32



Record 8
Formula: AsF6H28O14
Source: the OMol25 dataset
Level of theory: ωB97M-V/def2-TZVPD

Geometry as XYZ:
```
49
Properties=species:S:1:pos:R:3
As -0.06572 -0.43484 -0.33540
F -0.05826 1.36068 0.01004
F -0.45165 -0.84952 1.36509
F -0.14111 -2.19446 -0.66983
F 0.30057 -0.00972 -2.07133
F 1.71970 -0.50915 0.00494
F -1.82451 -0.33330 -0.59659
O 0.22738 -1.02458 4.57446
H 0.93990 -0.90980 3.94568
H 0.64460 -1.41830 5.34071
O -1.02707 -3.50414 2.36816
H -1.76393 -3.31686 1.78662
H -0.65953 -2.64467 2.57424
O -0.91054 2.60614 -2.38252
H -0.97897 2.22537 -1.50698
H -1.54217 3.32536 -2.38147
O -3.00898 -2.74151 0.73367
H -2.70538 -2.95727 -0.14809
H -3.57969 -1.98274 0.61202
O -0.02298 1.27185 -4.78250
H -0.54701 1.68366 -4.09545
H 0.76496 0.96655 -4.33286
O 2.21259 3.66361 0.93076
H 2.14820 3.09854 0.16083
H 2.10854 3.06939 1.67393
O 2.05022 -1.02097 2.83063
H 1.43800 -0.89949 2.10491
H 2.85340 -0.58748 2.54216
O 0.90356 -4.41824 0.38071
H 0.75623 -3.62994 -0.14189
H 0.50941 -4.22013 1.23021
O -3.75602 0.86479 2.28409
H -3.76193 1.45913 3.03439
H -2.88019 0.47866 2.29069
O 2.36936 2.05289 -1.23365
H 1.49634 1.66071 -1.25008
H 2.58603 2.19493 -2.15512
O -1.04111 2.39974 2.24568
H -1.21326 3.33712 2.15668
H -0.59632 2.15920 1.43295
O 4.79010 1.13693 -0.16967
H 5.00135 1.98882 0.21227
H 3.95706 1.27585 -0.62020
O -3.91003 0.34033 -2.25662
H -3.51127 -0.08580 -1.49792
H -3.60877 -0.17318 -3.00614
O 1.01567 -1.64729 -4.69324
H 1.90830 -1.97891 -4.59585
H 0.86505 -1.12804 -3.90335
```

Values from the calculation:
Energy relative to the best compared isomer or geometry (same formula, charge and spin) (kcal per mole): 23.6
Total charge: -1
HOMO-LUMO gap (eV): 9.33
HOMO energy (Ha): -0.2863
LUMO level (eV): 1.54